Arrangement w

ORCA calculation (ωB97M-V with the def2-TZVPD basis set) on a single C3H6N2O molecule.

HOMO-LUMO gap: 9.7 eV
2S+1: 1
HOMO level: -8.77 eV
Lowest unoccupied orbital energy: 0.98 eV
SMILES: C=C/N=C/ON
Charge: 0

Atoms and positions in Å:
1 C -1.20958 -1.96892 -1.58935
2 C -0.89724 -1.52791 -0.39745
3 N -0.51325 -0.27562 -0.12758
4 C 0.40661 0.38972 0.32205
5 O 0.17765 1.92416 0.44093
6 N 1.28984 2.25982 1.25495
7 H -1.52257 -3.04746 -1.83956
8 H -1.02160 -1.38513 -2.51442
9 H -0.98322 -2.09669 0.55370
10 H 1.40246 0.33489 0.74286
11 H 1.14086 2.33877 2.21905
12 H 1.73004 3.05438 0.93481


Arrangement x

ORCA calculation (ωB97M-V with the def2-TZVPD basis set) on a single C3H6N2O molecule.

HOMO-LUMO gap: 9.7 eV
2S+1: 1
HOMO level: -9.72 eV
Lowest unoccupied orbital energy: -0.04 eV
SMILES: [H]/N=C(/C=O)NC
Charge: 0

Atoms and positions in Å:
1 H -1.54713 1.58157 0.47624
2 N -0.63647 1.82887 0.07824
3 C -0.11260 0.77193 -0.39553
4 C 1.23207 0.90828 -1.06326
5 O 1.83319 -0.05303 -1.48340
6 N -0.64796 -0.52060 -0.30878
7 C -0.41522 -1.21260 0.96681
8 H 1.62902 1.93845 -1.11482
9 H -0.28197 -1.08145 -1.06909
10 H -0.20648 -0.48237 1.75425
11 H 0.44753 -1.88640 0.89752
12 H -1.29399 -1.79265 1.26180


Which structure is most stable, and how do the rest compare? From most to least stable: arrangement x, arrangement w.


Arrangement w

ORCA calculation (ωB97M-V with the def2-TZVPD basis set) on a single C3H6N2O molecule.

HOMO-LUMO gap: 10.7 eV
2S+1: 1
HOMO level: -9.84 eV
Lowest unoccupied orbital energy: 0.82 eV
SMILES: NC(=O)N1CC1
Charge: 0

Atoms and positions in Å:
1 N 1.51053 -0.31257 0.54641
2 C 0.92747 -0.63216 -0.67600
3 O 1.50244 -1.26218 -1.53002
4 N -0.46776 -0.34793 -0.76729
5 C -1.17410 -0.21034 0.51476
6 C -1.10647 0.91829 -0.42944
7 H 1.49671 0.66280 0.81124
8 H 2.39613 -0.76647 0.69318
9 H -2.01943 -0.88244 0.58160
10 H -0.60384 -0.10565 1.43600
11 H -1.97568 1.16743 -1.03057
12 H -0.48602 1.77122 -0.14988


Arrangement x

ORCA calculation (ωB97M-V with the def2-TZVPD basis set) on a single C3H6N2O molecule.

HOMO-LUMO gap: 9.0 eV
2S+1: 1
HOMO level: -8.69 eV
Lowest unoccupied orbital energy: 0.27 eV
Charge: 0

Atoms and positions in Å:
1 C 1.49025 -0.57881 0.23091
2 N 0.49563 0.13616 -0.59298
3 C -0.98497 -0.04230 -0.31150
4 N -1.46096 -0.78380 -1.19927
5 C -1.65438 0.78742 0.71895
6 O -1.12610 1.72832 1.26883
7 H 0.99097 -1.39460 0.75869
8 H 1.97887 0.07748 0.95416
9 H 2.24342 -1.00656 -0.43637
10 H 0.76971 1.10428 -0.77035
11 H -0.02906 -0.53722 -1.49877
12 H -2.71337 0.50962 0.87769


Which structure is most stable, and how do the rest compare? From most to least stable: arrangement w, arrangement x.


Arrangement w

ORCA calculation (ωB97M-V with the def2-TZVPD basis set) on 2 unconnected molecules or ions with the total composition C2H8N2S.

HOMO-LUMO gap: 9.6 eV
2S+1: 1
HOMO level: -8.74 eV
Lowest unoccupied orbital energy: 0.88 eV
SMILES: [H]/N=C/N.CS
Charge: 0

Atoms and positions in Å:
1 H -1.54404 2.10591 -4.46612
2 N -1.35571 1.48857 -3.68408
3 C -2.41703 1.14523 -3.05073
4 N -2.43704 0.82425 -1.73601
5 H -3.19261 0.64555 -3.66786
6 H -1.74708 1.29112 -1.17761
7 H -3.13073 0.15403 -1.47014
8 C 2.93368 -0.97214 2.87197
9 S 1.82082 -1.41946 4.33147
10 H 3.22895 0.04967 3.11335
11 H 2.31923 -0.98642 1.98774
12 H 3.83004 -1.58968 2.84685
13 H 1.69152 -2.73662 4.10117


Arrangement x

ORCA calculation (ωB97M-V with the def2-TZVPD basis set) on 2 unconnected molecules or ions with the total composition C2H8N2S.

HOMO-LUMO gap: 9.7 eV
2S+1: 1
HOMO level: -8.99 eV
Lowest unoccupied orbital energy: 0.74 eV
SMILES: [H]/N=C/NC.S
Charge: 0

Atoms and positions in Å:
1 H -1.77688 -1.27602 2.94678
2 N -1.80689 -0.98927 1.97373
3 C -0.86452 -0.16658 1.75189
4 N -0.69433 0.45315 0.53991
5 C 0.61572 0.96179 0.17153
6 H -0.14115 0.15233 2.50437
7 H -1.24469 0.02011 -0.19002
8 H 0.52968 1.72852 -0.59831
9 H 1.06981 1.41410 1.05365
10 H 1.29438 0.18239 -0.17690
11 S 1.11442 -1.26818 -2.90737
12 H 0.61128 -0.03098 -2.83845
13 H 1.29317 -1.18137 -4.23078


Arrangement y

ORCA calculation (ωB97M-V with the def2-TZVPD basis set) on a molecular structure, C2H8N2S.

HOMO-LUMO gap: 7.3 eV
2S+1: 1
HOMO level: -6.95 eV
Lowest unoccupied orbital energy: 0.33 eV
Charge: 0

Atoms and positions in Å:
1 N 0.14325 -0.13128 3.06250
2 C -0.28660 0.10934 1.82122
3 N 0.40941 0.09440 0.74203
4 H 1.10328 -0.28944 3.24189
5 H -0.45534 -0.00718 3.86292
6 H -1.34074 0.35229 1.71128
7 H -0.21819 0.05280 -0.36929
8 H 1.31252 -0.36467 0.79103
9 C -0.04438 0.05247 -3.06487
10 S -1.20065 -0.14260 -1.66079
11 H 0.09211 1.10071 -3.33066
12 H 0.93409 -0.38075 -2.86403
13 H -0.44877 -0.44609 -3.94322


Arrangement z

ORCA calculation (ωB97M-V with the def2-TZVPD basis set) on a single C2H8N2S molecule.

HOMO-LUMO gap: 9.1 eV
2S+1: 1
HOMO level: -8.29 eV
Lowest unoccupied orbital energy: 0.84 eV
SMILES: CN(C)SN
Charge: 0

Atoms and positions in Å:
1 C -0.84617 1.33960 -0.58049
2 N -0.20746 0.09943 -0.19718
3 C -0.94634 -0.82525 0.52385
4 S 1.70133 0.50536 0.46826
5 N 2.64779 0.00834 -0.73532
6 H -0.05644 2.06287 -0.83562
7 H -1.48885 1.33297 -1.38913
8 H -1.38718 1.96438 0.25923
9 H -1.12978 -0.55334 1.57265
10 H -1.96921 -0.65442 -0.10237
11 H -0.51305 -1.77332 0.59424
12 H 2.72956 0.59278 -1.53643
13 H 2.53431 -0.96867 -0.98650


Which structure is most stable, and how do the rest compare? From most to least stable: arrangement x, arrangement y, arrangement w, arrangement z.


Arrangement w

ORCA calculation (ωB97M-V with the def2-TZVPD basis set) on 2 unconnected molecules or ions with the total composition C2H8N2S.

HOMO-LUMO gap: 9.7 eV
2S+1: 1
HOMO level: -8.71 eV
Lowest unoccupied orbital energy: 0.95 eV
SMILES: N/C=C/N.S
Charge: 0

Atoms and positions in Å:
1 N 0.25702 2.03407 1.19268
2 C 0.20891 0.94156 0.29336
3 C -0.82673 0.10468 0.27103
4 N -1.18419 -0.82057 -0.76387
5 H 1.08847 2.01471 1.77797
6 H -0.57299 2.05683 1.76856
7 H 0.99183 0.95976 -0.45562
8 H -1.51813 0.17268 1.11602
9 H -2.09869 -0.58914 -1.12934
10 H -1.21896 -1.76522 -0.39819
11 S 2.03011 -1.94243 -1.55626
12 H 2.01232 -1.65986 -0.28118
13 H 0.83104 -1.50706 -1.83516


Arrangement x

ORCA calculation (ωB97M-V with the def2-TZVPD basis set) on 2 unconnected molecules or ions with the total composition C2H8N2S.

HOMO-LUMO gap: 10.0 eV
2S+1: 1
HOMO level: -9.13 eV
Lowest unoccupied orbital energy: 0.84 eV
SMILES: [H]/N=C/N.CS
Charge: 0

Atoms and positions in Å:
1 H -1.06335 3.24223 -0.71042
2 N -0.97537 2.27182 -1.00762
3 C 0.27346 2.13549 -1.23501
4 N 0.80196 1.01300 -1.83848
5 H 1.04267 2.89816 -1.08465
6 H 0.28517 0.18662 -1.59210
7 H 1.78358 0.83389 -1.69920
8 C 0.44620 -2.22236 2.07201
9 S -0.32451 -1.28876 0.74627
10 H 1.51492 -2.02314 2.06816
11 H 0.07626 -1.88980 3.03856
12 H 0.31160 -3.28993 1.92665
13 H -1.56277 -1.82681 0.81432


Which structure is most stable, and how do the rest compare? From most to least stable: arrangement x, arrangement w.


Arrangement w

ORCA calculation (ωB97M-V with the def2-TZVPD basis set) on a single C2H2N2O2 molecule.

HOMO-LUMO gap: 9.4 eV
2S+1: 1
HOMO level: -10.84 eV
Lowest unoccupied orbital energy: -1.40 eV
Charge: 0

Atoms and positions in Å:
1 O -1.31809 -0.13387 1.54261
2 C -0.43464 0.07741 0.51928
3 N 0.29896 1.06862 0.86126
4 O 1.26311 0.91020 -0.86270
5 C 0.61031 -0.08223 -1.32899
6 N -0.37242 -0.62221 -0.62944
7 H -0.89119 -0.68907 2.21119
8 H 0.84396 -0.52884 -2.31321


Arrangement x

ORCA calculation (ωB97M-V with the def2-TZVPD basis set) on a molecular structure, C2H2N2O2.

HOMO-LUMO gap: 10.1 eV
2S+1: 1
HOMO level: -9.59 eV
Lowest unoccupied orbital energy: 0.56 eV
Charge: 0

Atoms and positions in Å:
1 O -0.21859 1.59878 0.60529
2 C 0.21967 0.56093 -0.09602
3 N 1.42339 0.20734 -0.48266
4 O 0.66637 -0.80903 0.46303
5 C -0.65558 -1.23913 -0.34088
6 N -1.05557 -0.15096 -0.76924
7 H 0.53585 2.12922 0.90677
8 H -0.91553 -2.29715 -0.28630


Which structure is most stable, and how do the rest compare? From most to least stable: arrangement w, arrangement x.


Arrangement w

ORCA calculation (ωB97M-V with the def2-TZVPD basis set) on 2 unconnected molecules or ions with the total composition C2H2N2O2.

HOMO-LUMO gap: 9.3 eV
2S+1: 1
HOMO level: -9.18 eV
Lowest unoccupied orbital energy: 0.11 eV
SMILES: N#[N+][O-].C=C=O
Charge: 0

Atoms and positions in Å:
1 N 0.74229 -1.16457 0.99361
2 N 1.55669 -0.72479 0.42612
3 O 2.28305 -0.03257 -0.13501
4 C -1.30575 0.14142 -0.41849
5 C -0.39271 0.81850 0.23678
6 O 0.28944 1.74603 0.39354
7 H -1.94134 -0.56461 0.04373
8 H -1.23166 -0.21941 -1.54029


Arrangement x

ORCA calculation (ωB97M-V with the def2-TZVPD basis set) on a single C2H2N2O2 molecule.

HOMO-LUMO gap (spin up / spin down): 9.9 / 9.9 eV
2S+1: 1
HOMO level (spin up / spin down): -9.64 / -9.64 eV
Lowest unoccupied orbital energy (spin up / spin down): 0.25 / 0.25 eV
SMILES: [O-][n+]1ccon1
Charge: 0

Atoms and positions in Å:
1 O -0.09767 3.00689 -0.89532
2 N -0.00085 2.02037 -0.07632
3 C -0.20236 0.66080 -0.29141
4 C 0.41783 0.03771 0.75081
5 O 0.76511 1.02789 1.67413
6 N 0.50301 2.22290 1.07449
7 H -0.71841 0.36576 -1.19735
8 H 0.68334 -0.97648 1.10849


Which structure is most stable, and how do the rest compare? From most to least stable: arrangement w, arrangement x.


Arrangement w

ORCA calculation (ωB97M-V with the def2-TZVPD basis set) on a single C5H8N2 molecule.

HOMO-LUMO gap: 9.9 eV
2S+1: 1
HOMO level: -8.86 eV
Lowest unoccupied orbital energy: 1.00 eV
SMILES: Cc1cnn(C)c1
Charge: 0

Atoms and positions in Å:
1 C -2.32092 0.81768 -0.39462
2 C -0.96209 0.39601 0.08671
3 C -0.58839 -0.05299 1.37246
4 N 0.66620 -0.48149 1.41130
5 N 1.12886 -0.30604 0.16560
6 C 2.43229 -0.82991 -0.19827
7 C 0.18803 0.22390 -0.65575
8 H -3.10188 0.43343 0.27104
9 H -2.50878 0.40307 -1.39073
10 H -2.45171 1.90410 -0.45784
11 H -1.19197 -0.08628 2.27253
12 H 2.34909 -1.50357 -1.05920
13 H 2.80810 -1.38333 0.66475
14 H 3.13038 -0.02563 -0.44826
15 H 0.38547 0.41448 -1.70364


Arrangement x

ORCA calculation (ωB97M-V with the def2-TZVPD basis set) on a single C5H8N2 molecule.

HOMO-LUMO gap: 10.3 eV
2S+1: 1
HOMO level: -9.42 eV
Lowest unoccupied orbital energy: 0.84 eV
SMILES: CC1(C)N[C@H]1C#N
Charge: 0

Atoms and positions in Å:
1 C -0.09764 -1.35342 0.39165
2 C 0.28474 0.01064 -0.08652
3 C 1.67579 0.49576 0.36846
4 N -0.02097 0.47589 -1.41506
5 C -0.83770 1.05703 -0.34588
6 C -2.24578 0.72895 -0.22212
7 N -3.36709 0.45064 -0.09884
8 H 0.00656 -1.45850 1.48048
9 H 0.55609 -2.09033 -0.07862
10 H -1.13556 -1.57101 0.13178
11 H 2.42325 -0.15034 -0.12131
12 H 1.89801 1.52124 0.04683
13 H 1.84794 0.42306 1.45011
14 H -0.59330 -0.24468 -1.85474
15 H -0.39432 1.70507 0.35380


Arrangement y

ORCA calculation (ωB97M-V with the def2-TZVPD basis set) on a single C5H8N2 molecule.

HOMO-LUMO gap: 10.2 eV
2S+1: 1
HOMO level: -9.42 eV
Lowest unoccupied orbital energy: 0.81 eV
SMILES: [H]/N=C(\N=C)C(=C)C
Charge: 0

Atoms and positions in Å:
1 H -1.31960 -1.63188 1.83399
2 N -1.10149 -1.47176 0.85211
3 C -0.22721 -0.57636 0.65910
4 N 0.47266 0.06038 1.65893
5 C 0.36050 1.23554 2.07509
6 C 0.19274 -0.25706 -0.72331
7 C 1.46550 -0.02072 -1.01249
8 C -0.91227 -0.24885 -1.73096
9 H 1.00399 1.56512 2.87545
10 H -0.36214 1.95458 1.70669
11 H 2.23592 -0.05033 -0.26061
12 H 1.78081 0.19650 -2.02094
13 H -1.59726 0.58324 -1.53533
14 H -1.48143 -1.17849 -1.63802
15 H -0.51072 -0.15992 -2.73969


Which structure is most stable, and how do the rest compare? From most to least stable: arrangement w, arrangement y, arrangement x.